i:
A 2-piece molecular cluster, C9H14 overall. Source: the Open Molecules 2025 dataset; level of theory: ωB97M-V/def2-TZVPD.

Computed properties:
**Total charge**: +1
**LUMO level (alpha / beta)**: -4.61 / -8.39 eV
**2S+1**: 2

```
23
C9H14 ωB97M-V/def2-TZVPD
C -2.6046 0.9406 2.6863
C -0.6825 -0.1863 -0.4472
C 0.0527 -1.3331 -0.0253
C -1.4962 0.5627 0.4577
C -1.6772 0.2068 1.7660
C -0.1474 -1.6897 1.2729
C -0.8956 -0.8889 2.1982
H -0.5180 0.2018 -1.4354
H 0.8030 -1.8265 -0.6255
H -1.9704 1.4524 0.0805
H 0.3871 -2.5441 1.6709
H -3.1635 1.6748 2.1155
H -2.1200 1.5548 3.4532
H -0.8269 -1.1774 3.2406
H -3.2770 0.2144 3.1327
C 2.7716 0.5818 -1.9066
C 1.7479 0.2030 -2.9658
H 3.0190 1.6339 -1.8927
H 2.4845 0.2445 -0.9081
H 3.6824 0.0293 -2.1222
H 2.0617 0.5042 -3.9543
H 0.7183 0.5309 -2.7764
H 1.6510 -0.8897 -3.0150
```

ii:
A 2-piece molecular cluster, C9H14 overall. Source: the Open Molecules 2025 dataset; level of theory: ωB97M-V/def2-TZVPD.

Computed properties:
**Total charge**: +1
**LUMO level (alpha / beta)**: -4.60 / -8.22 eV
**2S+1**: 2

```
23
C9H14 ωB97M-V/def2-TZVPD
C -0.9523 -2.6417 -1.7295
C -0.8760 -3.6168 -0.5969
H 0.0755 -2.4406 -2.0369
H -1.7054 -2.7903 -2.4922
H -1.0925 -1.6127 -1.3408
H -1.8229 -3.8114 -0.0851
H -0.1353 -3.3479 0.1604
H -0.5722 -4.5974 -0.9818
C -1.3344 0.7299 -0.1466
C 1.8611 1.2728 1.7795
C 0.9625 0.5923 0.9773
C 1.9853 2.6528 1.5235
C -0.0668 1.3195 0.3002
C 1.2336 3.3216 0.5297
C 0.2164 2.6265 -0.1074
H 2.4757 0.7286 2.4782
H 1.0855 -0.4833 0.9045
H 2.7276 3.1282 2.1431
H 1.4090 4.3767 0.3731
H -1.2796 -0.3554 0.0178
H -1.6034 0.7328 -1.1942
H -0.3201 3.2134 -0.8308
H -2.2712 1.0024 0.3549
```

iii:
A 2-piece molecular cluster, C9H14 overall. Source: the Open Molecules 2025 dataset; level of theory: ωB97M-V/def2-TZVPD.

Computed properties:
**Total charge**: +1
**LUMO level (alpha / beta)**: -4.09 / -8.50 eV
**2S+1**: 2

```
23
C9H14 ωB97M-V/def2-TZVPD
C -2.7659 -0.2867 0.0836
C -4.1666 -0.8045 -0.5578
H -2.8944 -0.2653 1.1267
H -1.8336 -0.8816 -0.0904
H -2.5394 0.6969 -0.3585
H -4.1649 -0.9670 -1.6126
H -4.8714 0.1678 -0.4237
H -4.6501 -1.5290 0.0451
C 2.9530 2.0416 -0.3596
C 0.7735 -1.4040 0.5622
C 1.4019 -1.3153 -0.6711
C 0.9115 -0.4416 1.5454
C 2.0098 -0.1316 -1.0867
C 1.7062 0.6351 1.1863
C 2.1502 0.8595 -0.0975
H 0.2202 -2.2993 0.7658
H 1.3414 -2.1897 -1.3000
H 0.3187 -0.4990 2.4180
H 2.3553 0.0556 -2.1065
H 1.9944 1.3108 1.9740
H 3.7906 1.8714 -1.0400
H 3.5303 2.4692 0.5707
H 2.4292 2.9066 -0.5735
```

On energetic grounds, i is preferred over the next structure by 0.0218 hartree.